The following is a DFT calculation (ωB97M-V/def2-TZVPD) of a cluster of 14 separate species, C59H86BN11O10 in total in a non-equilibrium geometry.

Output
- ΔE to the lowest compared entry with this formula, charge and spin: 53.4 kcal per mole

Geometry as ORCA input:
```
! RIJCOSX wB97M-V def2-TZVPD def2/J DEFGRID3
* xyz -1 2
C -0.33 -5.81 2.08
C -0.33 -4.63 1.05
C -0.78 -5.05 -0.37
C -0.86 -3.79 -1.30
N -1.31 -4.04 -2.76
C -2.82 -4.26 -2.83
C -3.53 -2.90 -3.12
C -2.42 -1.87 -3.31
C -1.19 -2.74 -3.64
C -0.58 -5.30 -3.34
C 1.00 -5.19 -3.50
C 1.51 -6.49 -4.13
H -1.37 -5.97 2.38
H 0.26 -5.52 2.95
H 0.18 -6.69 1.68
H 0.67 -4.20 0.94
H -0.95 -3.81 1.40
H -1.68 -5.67 -0.30
H -0.02 -5.75 -0.70
H 0.14 -3.39 -1.41
H -1.53 -3.00 -0.96
H -3.10 -4.96 -3.61
H -3.15 -4.76 -1.92
H -4.06 -3.03 -4.06
H -4.26 -2.66 -2.34
H -2.64 -1.19 -4.13
H -2.28 -1.27 -2.41
H -1.16 -3.06 -4.68
H -0.24 -2.25 -3.41
H -1.08 -5.38 -4.31
H -0.84 -6.10 -2.65
H 1.46 -4.96 -2.54
H 1.24 -4.36 -4.17
H 1.71 -7.32 -3.46
H 2.47 -6.34 -4.63
H 0.78 -6.87 -4.84
O 3.21 0.02 0.90
C 2.11 0.14 0.33
O 1.02 0.67 0.82
B -0.17 0.35 0.00
O 0.34 -0.44 -1.13
C 1.64 -0.59 -0.99
O 2.32 -1.22 -1.78
O -1.20 -0.40 0.76
C -2.21 0.36 0.93
O -3.15 0.05 1.60
C -1.99 1.57 0.02
O -0.86 1.52 -0.52
O -2.75 2.51 -0.21
N 7.20 -0.37 1.63
C 8.39 -1.10 1.78
C 8.04 -2.23 2.48
C 6.71 -2.27 2.74
C 6.21 -1.07 2.34
H 7.12 0.53 1.16
H 9.33 -0.78 1.35
H 8.71 -3.01 2.80
H 6.18 -3.04 3.28
H 5.21 -0.66 2.42
N -2.17 -1.94 5.61
C -2.40 -1.88 4.24
C -2.73 -3.11 3.78
C -2.82 -3.95 4.90
C -2.39 -3.22 6.06
H -1.83 -1.14 6.13
H -2.20 -0.95 3.74
H -2.88 -3.33 2.73
H -3.11 -4.98 4.78
H -2.24 -3.51 7.09
N 3.91 -3.81 0.85
C 3.39 -4.31 -0.31
C 3.02 -5.63 -0.14
C 3.36 -6.03 1.11
C 3.88 -4.87 1.76
H 4.33 -2.92 1.08
H 3.36 -3.64 -1.16
H 2.66 -6.30 -0.91
H 3.31 -7.02 1.52
H 4.24 -4.84 2.77
N 1.06 0.23 5.18
C 0.94 1.34 6.00
C 0.21 2.31 5.30
C 0.01 1.78 4.00
C 0.42 0.50 3.99
H 1.38 -0.68 5.50
H 1.40 1.32 6.98
H -0.07 3.31 5.58
H -0.40 2.35 3.18
H 0.42 -0.20 3.17
N -6.17 -0.18 -3.47
C -6.15 0.72 -4.51
C -5.37 1.83 -4.15
C -4.89 1.61 -2.84
C -5.32 0.37 -2.47
H -6.77 -0.99 -3.43
H -6.80 0.60 -5.37
H -5.23 2.75 -4.70
H -4.27 2.12 -2.12
H -5.23 -0.29 -1.62
N 1.54 5.62 -0.28
C 1.18 4.30 0.06
C 1.79 4.00 1.30
C 2.53 5.07 1.65
C 2.36 6.11 0.67
H 1.20 6.15 -1.07
H 0.54 3.72 -0.58
H 1.54 3.08 1.81
H 3.05 5.15 2.60
H 2.66 7.14 0.75
N -4.32 6.45 -1.66
C -4.95 7.51 -2.30
C -5.73 6.93 -3.33
C -5.55 5.53 -3.32
C -4.70 5.29 -2.29
H -3.65 6.51 -0.91
H -4.84 8.54 -1.98
H -6.42 7.42 -4.01
H -6.03 4.79 -3.94
H -4.29 4.33 -2.01
N -1.55 6.62 0.54
C -2.51 7.42 1.13
C -3.70 6.71 1.34
C -3.45 5.42 0.96
C -2.10 5.38 0.52
H -0.57 6.77 0.32
H -2.23 8.45 1.34
H -4.63 7.12 1.70
H -4.17 4.61 0.97
H -1.58 4.52 0.14
N 5.14 3.59 5.14
C 4.25 2.98 4.30
C 5.01 2.29 3.31
C 6.35 2.58 3.57
C 6.43 3.26 4.78
H 4.80 4.23 5.85
H 3.19 3.08 4.49
H 4.59 1.76 2.47
H 7.16 2.37 2.90
H 7.29 3.69 5.28
N 3.34 -1.92 -4.30
C 3.94 -3.15 -4.62
C 3.46 -3.50 -5.93
C 2.67 -2.55 -6.29
C 2.62 -1.51 -5.33
H 3.46 -1.40 -3.44
H 4.59 -3.64 -3.91
H 3.67 -4.40 -6.50
H 2.17 -2.49 -7.25
H 2.13 -0.56 -5.19
C 1.03 2.67 -3.41
C 1.81 3.94 -3.21
O 2.76 3.98 -4.22
H 0.39 2.45 -2.55
H 1.70 1.82 -3.45
H 0.45 2.51 -4.32
H 2.30 4.08 -2.24
H 1.30 4.90 -3.30
H 3.53 3.52 -3.88
C -4.66 2.56 3.11
C -5.09 1.35 4.01
O -5.09 0.18 3.23
H -5.25 2.55 2.19
H -3.63 2.31 2.84
H -4.62 3.54 3.59
H -6.07 1.56 4.46
H -4.39 1.04 4.79
H -4.29 0.24 2.70
*
```

---

The following is a DFT calculation (ωB97M-V/def2-TZVPD) of a structure of composition C5F33HfO15P3S5 in a non-equilibrium geometry.

Geometry as ORCA input:
```
! RIJCOSX wB97M-V def2-TZVPD def2/J DEFGRID3
* xyz -4 1
Hf 0.24 -0.08 -0.26
C -0.59 -1.95 4.07
F -1.86 -2.23 3.80
F -0.47 -0.67 4.41
F -0.24 -2.67 5.15
S 0.55 -2.34 2.67
O 0.15 -1.38 1.62
O 1.83 -2.07 3.25
O 0.23 -3.71 2.33
C 3.07 1.32 3.16
F 1.99 0.74 3.67
F 2.86 2.63 3.17
F 4.10 1.05 3.98
S 3.46 0.68 1.47
O 4.22 -0.50 1.74
O 2.20 0.39 0.76
O 4.21 1.77 0.93
C -1.43 -4.48 -0.94
F -0.21 -4.99 -1.02
F -2.27 -5.38 -1.53
F -1.81 -4.38 0.33
S -1.63 -2.84 -1.75
O -3.02 -2.59 -1.50
O -0.74 -1.98 -0.92
O -1.21 -3.00 -3.10
C 1.59 3.90 -2.16
F 2.05 4.42 -1.00
F 0.28 3.95 -2.15
F 2.06 4.70 -3.14
S 2.27 2.19 -2.37
O 2.17 1.95 -3.78
O 3.57 2.25 -1.81
O 1.32 1.38 -1.58
C -4.38 0.52 0.57
F -4.87 -0.27 -0.39
F -3.98 1.67 0.02
F -5.39 0.79 1.42
S -2.98 -0.34 1.44
O -2.88 0.29 2.72
O -3.40 -1.71 1.44
O -1.86 -0.06 0.52
P -0.35 2.90 1.47
F -0.58 4.37 0.96
F -1.90 2.74 1.83
F -0.60 2.21 0.00
F -0.09 1.26 1.86
F 1.20 3.02 1.15
F -0.12 3.32 3.00
P 2.54 -2.07 -1.82
F 3.37 -0.74 -1.63
F 3.11 -2.22 -3.32
F 3.72 -2.95 -1.21
F 1.66 -3.39 -2.03
F 1.89 -1.87 -0.28
F 1.23 -1.20 -2.31
P -2.06 1.11 -3.28
F -0.90 1.98 -3.96
F -3.14 1.65 -4.38
F -1.65 -0.11 -4.24
F -3.19 0.22 -2.60
F -0.95 0.47 -2.13
F -2.36 2.31 -2.28
*
```

---

no.,energy (Ha)
1,-3679.32839
2,-7678.69852